(a)
Here is an isolated molecule of C5H14N2 from the Open Molecules 2025 dataset. Energies are from ωB97M-V/def2-TZVPD.

HOMO energy ... -0.316 Eh
SMILES string ... CN[C@@H](C)CCN
LUMO energy ... 1.1062 eV
Charge ... 0

Last column: Mulliken charge in e.
Cartesian coordinates (Å):
1 C -1.5944 0.5942 1.6873  -0.8286
2 N -1.2001 0.1949 0.3489  -0.2919
3 C 0.1463 -0.4610 0.1600  0.1739
4 C 0.3380 -1.8740 0.8632  -1.3623
5 C 0.5644 -0.5077 -1.3346  -0.6317
6 C 1.2476 0.8782 -1.6732  -0.6950
7 N 0.1180 1.8042 -1.3003  -0.4676
8 H -2.2395 -0.2139 2.3551  0.2657
9 H -0.6058 0.6041 2.2398  0.2463
10 H -2.0175 1.6261 1.9527  0.2582
11 H -1.9820 -0.4118 0.2313  0.2885
12 H 1.0108 0.1955 0.6342  0.2139
13 H -0.0647 -2.0413 1.8888  0.3419
14 H 1.3605 -2.0753 0.9873  0.4260
15 H -0.2003 -2.7238 0.1852  0.2552
16 H 1.3672 -1.2580 -1.3845  0.3226
17 H -0.3462 -0.5792 -1.9112  0.3707
18 H 2.3076 0.8318 -1.2999  0.2981
19 H 1.2814 0.9352 -2.7944  0.3689
20 H 0.5028 2.7060 -1.5252  0.2421
21 H 0.0060 1.7758 -0.3105  0.2049

(b)
Here is an isolated molecule of C5H14N2 from the Open Molecules 2025 dataset. Energies are from ωB97M-V/def2-TZVPD.

HOMO energy ... -0.309 Eh
SMILES string ... CCN(C)CCN
LUMO energy ... 1.1167 eV
Charge ... 0

Last column: Mulliken charge in e.
Cartesian coordinates (Å):
1 C 2.6731 -0.5135 0.4928  -1.2902
2 C 1.3234 -0.9191 -0.1240  -0.4861
3 N 0.2756 0.0160 0.2900  0.1091
4 C 0.1562 0.1129 1.7364  -1.1828
5 C -1.0033 -0.2540 -0.3425  -0.9579
6 C -1.6670 1.0229 -0.8423  -0.3583
7 N -2.8107 0.7501 -1.7076  -0.6118
8 H 3.5282 -0.7200 -0.0696  0.3966
9 H 2.8412 -0.9776 1.4524  0.3021
10 H 2.6113 0.5570 0.6884  0.3313
11 H 1.4573 -0.8507 -1.1955  0.4166
12 H 1.0346 -1.8996 0.2853  0.3990
13 H 0.1906 -0.8891 2.1923  0.3733
14 H 0.9660 0.6993 2.1665  0.2993
15 H -0.7719 0.6328 1.9478  0.4042
16 H -1.6728 -0.8485 0.2932  0.3194
17 H -0.7892 -0.8259 -1.2480  0.4769
18 H -0.8524 1.5299 -1.3917  0.2844
19 H -1.8613 1.7643 -0.0615  0.3303
20 H -2.5391 0.0280 -2.3624  0.2061
21 H -3.0899 1.5846 -2.2000  0.2383

Which one sits at the bottom of the stability order? (a) does.

(a)
Here is a structure of composition C4H5NO from the Open Molecules 2025 dataset. Energies are from ωB97M-V/def2-TZVPD.

HOMO energy ... -0.347 Eh
LUMO energy ... -0.1006 eV
Charge ... 0

Last column: Mulliken charge in e.
Cartesian coordinates (Å):
1 N 1.2084 -1.3823 2.1723  -0.3939
2 C 0.6114 -0.6605 1.4974  -0.0217
3 C -0.1776 0.2228 0.6289  0.3893
4 C 0.5761 0.6603 -0.6397  -0.4991
5 O -0.0930 -0.1497 -1.6288  -0.4066
6 C -1.2931 -0.4513 -0.1668  -0.6193
7 H -0.5563 1.0583 1.2259  0.3217
8 H 1.6358 0.4001 -0.6380  0.3654
9 H 0.4654 1.7260 -0.8604  0.2287
10 H -1.2888 -1.5410 -0.0572  0.2110
11 H -1.0884 0.1173 -1.5336  0.4245

(b)
Here is an isolated molecule of C4H5NO from the Open Molecules 2025 dataset. Energies are from ωB97M-V/def2-TZVPD.

HOMO energy ... -0.364 Eh
LUMO energy ... 0.8355 eV
Charge ... 0

Last column: Mulliken charge in e.
Cartesian coordinates (Å):
1 C 1.4594 -0.4540 0.4580  -1.0936
2 C 0.1103 -0.0066 0.0048  0.8037
3 O -0.7076 -1.1501 -0.1257  -0.1821
4 C -0.3199 1.2272 -0.2082  -0.8380
5 C -3.0247 -0.5459 -0.8183  -0.1938
6 N -1.9426 -0.8703 -0.4877  0.0739
7 H 1.8211 -1.3017 -0.1298  0.3133
8 H 1.4153 -0.7618 1.5065  0.2696
9 H 2.1729 0.3650 0.3659  0.3383
10 H 0.3650 2.0593 -0.0949  0.2443
11 H -1.3493 1.4390 -0.4707  0.2645

Which one sits at the bottom of the stability order? (a) does.

(a)
Here is a cluster of 2 separate species, C5H8O in total from the Open Molecules 2025 dataset. Energies are from ωB97M-V/def2-TZVPD.

HOMO energy ... -0.272 Eh
LUMO energy ... 0.7576 eV
Charge ... 0

Last column: Mulliken charge in e.
Cartesian coordinates (Å):
1 C -0.1488 -0.9064 -1.6817  -1.0995
2 C -0.0742 -0.6475 -0.2073  -0.1889
3 C 0.8046 0.3542 0.3883  -0.0362
4 C 0.4759 0.8741 1.6669  -0.9839
5 C -1.5551 0.7650 0.7553  0.1394
6 O -2.2663 1.5967 0.3908  -0.3061
7 H -1.1871 -0.7826 -2.0110  0.3093
8 H 0.4468 -0.1968 -2.2651  0.3181
9 H 0.1485 -1.9218 -1.9596  0.3157
10 H -0.4664 -1.4105 0.4511  0.4190
11 H 1.3866 -0.6785 0.3504  0.1720
12 H 1.3026 1.0091 -0.3288  0.3201
13 H 0.1014 0.2039 2.4332  0.3142
14 H 1.0314 1.7412 2.0176  0.3068

(b)
Here is a structure of composition C5H8O from the Open Molecules 2025 dataset. Energies are from ωB97M-V/def2-TZVPD.

HOMO energy ... -0.294 Eh
LUMO energy ... 0.2227 eV
Charge ... 0

Last column: Mulliken charge in e.
Cartesian coordinates (Å):
1 C 1.5770 -0.0598 -0.1895  -0.6123
2 C 0.9764 0.1214 1.2088  -0.5537
3 C 0.1629 0.2758 -0.0002  0.3301
4 C -0.8577 1.0376 -0.5275  -0.0939
5 O -2.2121 -0.3578 -1.1114  -0.6833
6 C -1.2736 -0.9037 -0.3823  -0.2292
7 H 2.2641 0.6994 -0.5600  0.2226
8 H 1.8398 -1.0779 -0.4788  0.2290
9 H 0.8580 -0.7760 1.8181  0.2396
10 H 1.2535 1.0092 1.7757  0.2328
11 H -1.5753 1.5336 0.1185  0.2185
12 H -0.8526 1.3381 -1.5689  0.2039
13 H -1.4788 -1.1156 0.6867  0.2302
14 H -0.6592 -1.7155 -0.8294  0.2657

Which one sits at the bottom of the stability order? (b) does.

(a)
Here is an isolated molecule of C5H8O from the Open Molecules 2025 dataset. Energies are from ωB97M-V/def2-TZVPD.

HOMO energy ... -0.334 Eh
SMILES string ... C[C@@H]1C=CCO1
LUMO energy ... 1.1152 eV
Charge ... 0

Last column: Mulliken charge in e.
Cartesian coordinates (Å):
1 C 0.2137 1.5721 0.9725  -1.2031
2 C -0.2121 0.7772 -0.2600  0.3111
3 C -1.1259 -0.3800 0.0527  -0.4749
4 C -0.5329 -1.5238 -0.2606  -0.2954
5 C 0.8301 -1.2430 -0.8271  -0.4149
6 O 0.9283 0.1719 -0.8693  -0.4058
7 H 0.9294 2.3495 0.6910  0.3132
8 H -0.6444 2.0570 1.4530  0.3508
9 H 0.6914 0.9036 1.6967  0.3027
10 H -0.6654 1.4606 -0.9958  0.2312
11 H -2.1117 -0.2580 0.4901  0.4020
12 H -0.9269 -2.5258 -0.1242  0.3914
13 H 0.9656 -1.6527 -1.8385  0.2604
14 H 1.6282 -1.6641 -0.1961  0.2314

(b)
Here is a structure of composition C5H8O from the Open Molecules 2025 dataset. Energies are from ωB97M-V/def2-TZVPD.

HOMO energy ... -0.304 Eh
LUMO energy ... 1.0198 eV
Charge ... 0

Last column: Mulliken charge in e.
Cartesian coordinates (Å):
1 C 1.6966 -0.8880 1.1370  -0.9992
2 C 0.6897 -0.2829 0.1911  0.4560
3 C -0.3287 -0.8665 -0.5336  -0.3276
4 C -1.1414 0.2517 -1.2686  -0.3841
5 C -0.9762 1.3840 -0.0818  -0.4045
6 H 2.3697 -1.6490 0.6165  0.2775
7 H 1.3055 -1.4973 2.0139  0.2395
8 H 2.3860 -0.0060 1.4676  0.2734
9 H -0.5982 -1.9641 -0.7225  0.2842
10 H -2.2481 0.0319 -1.4496  0.3081
11 H -0.6421 0.5507 -2.3112  0.2088
12 H -1.6821 1.1405 1.0798  0.2242
13 H -1.3960 2.7145 -0.3422  0.2547
14 O 0.5651 1.0805 0.2035  -0.4110

Which one sits at the bottom of the stability order? (b) does.